<P>
Density functional theory data (the ωB97M-V functional and the def2-TZVPD basis) for the molecule C17H25N3O5S.

Output
**SMILES**: CCOc1cc(CNS(=O)(=O)c2cn(C)cn2)cc(OCC)c1OCC
**Multiplicity**: 1
**Kohn-Sham gap**: 0.322 Ha

Element x y z (Å)
1 C 2.59 4.54 -0.31
2 C 1.34 3.68 -0.44
3 O 1.76 2.37 -0.74
4 C 0.81 1.41 -0.93
5 C -0.56 1.60 -0.81
6 C -1.42 0.53 -0.98
7 C -2.88 0.71 -0.64
8 N -3.08 0.92 0.78
9 S -2.75 -0.38 1.78
10 O -3.17 0.04 3.09
11 O -3.33 -1.54 1.19
12 C -0.97 -0.52 1.82
13 C -0.05 0.45 2.11
14 N 1.17 -0.14 2.00
15 C 2.45 0.50 2.11
16 C 0.94 -1.42 1.66
17 N -0.33 -1.69 1.55
18 C -0.94 -0.72 -1.31
19 C 0.43 -0.94 -1.45
20 O 1.00 -2.13 -1.78
21 C 0.18 -3.26 -2.02
22 C -0.26 -3.97 -0.74
23 C 1.31 0.13 -1.23
24 O 2.68 -0.03 -1.21
25 C 3.30 -0.40 -2.44
26 C 3.12 0.67 -3.51
27 H 2.32 5.56 -0.07
28 H 3.23 4.15 0.47
29 H 3.15 4.53 -1.25
30 H 0.78 3.70 0.50
31 H 0.70 4.07 -1.24
32 H -0.96 2.58 -0.57
33 H -3.32 1.56 -1.17
34 H -3.44 -0.19 -0.88
35 H -2.68 1.77 1.14
36 H -0.18 1.48 2.39
37 H 3.16 -0.17 2.59
38 H 2.36 1.41 2.71
39 H 2.82 0.76 1.12
40 H 1.72 -2.14 1.50
41 H -1.64 -1.53 -1.40
42 H 0.82 -3.92 -2.62
43 H -0.69 -2.98 -2.63
44 H -0.91 -4.80 -1.00
45 H 0.61 -4.35 -0.22
46 H -0.78 -3.29 -0.07
47 H 2.91 -1.36 -2.79
48 H 4.35 -0.52 -2.18
49 H 3.69 0.39 -4.40
50 H 3.47 1.63 -3.14
51 H 2.07 0.76 -3.79

=====

<Q>
Density functional theory data (the ωB97M-V functional and the def2-TZVPD basis) for the molecule C17H25N3O5S.

Output
**SMILES**: CCOc1cc(CNS(=O)(=O)c2cn(C)cn2)cc(OCC)c1OCC
**Multiplicity**: 1
**Kohn-Sham gap**: 0.326 Ha

Element x y z (Å)
1 C 3.80 2.74 1.02
2 C 2.30 2.50 0.95
3 O 2.05 1.72 -0.21
4 C 0.77 1.31 -0.46
5 C -0.31 1.58 0.37
6 C -1.56 1.05 0.08
7 C -2.66 1.15 1.11
8 N -2.73 -0.05 1.92
9 S -1.39 -0.41 2.84
10 O -0.83 0.82 3.33
11 O -1.78 -1.39 3.80
12 C -0.22 -1.14 1.72
13 C 1.14 -1.02 1.68
14 N 1.56 -1.72 0.60
15 C 2.89 -1.79 0.08
16 C 0.45 -2.24 0.03
17 N -0.64 -1.91 0.68
18 C -1.75 0.30 -1.07
19 C -0.69 0.04 -1.93
20 O -0.76 -0.67 -3.08
21 C -1.96 -1.36 -3.39
22 C -2.14 -2.63 -2.55
23 C 0.59 0.53 -1.60
24 O 1.66 0.15 -2.39
25 C 2.26 1.18 -3.15
26 C 1.31 1.77 -4.19
27 H 4.03 3.34 1.90
28 H 4.32 1.79 1.08
29 H 4.13 3.27 0.13
30 H 1.95 1.98 1.85
31 H 1.76 3.46 0.88
32 H -0.19 2.15 1.28
33 H -2.45 1.96 1.80
34 H -3.63 1.30 0.64
35 H -2.98 -0.88 1.40
36 H 1.81 -0.50 2.34
37 H 3.61 -1.54 0.86
38 H 3.00 -1.07 -0.74
39 H 3.10 -2.79 -0.30
40 H 0.47 -2.84 -0.85
41 H -2.74 -0.09 -1.27
42 H -1.85 -1.63 -4.45
43 H -2.83 -0.70 -3.30
44 H -3.11 -3.08 -2.78
45 H -1.36 -3.34 -2.78
46 H -2.09 -2.40 -1.49
47 H 3.10 0.69 -3.65
48 H 2.64 1.97 -2.49
49 H 0.49 2.29 -3.69
50 H 0.89 0.98 -4.80
51 H 1.84 2.47 -4.82

=====

Energies relative to the most stable structure are <P> 3.9; <Q> 0.0, reported in kcal/mol.

=====

<P>
Density functional theory data (the ωB97M-V functional and the def2-TZVPD basis) for a cluster of 2 separate species, C2H7N3 in total.

Output
**SMILES**: [H]/N=C\N.C=N
**Multiplicity**: 1
**Kohn-Sham gap**: 0.387 Ha

Element x y z (Å)
1 H -1.15 -0.14 0.72
2 N -1.86 0.54 0.28
3 C -1.70 0.80 -0.93
4 N -0.69 0.02 -1.67
5 H -2.30 1.59 -1.54
6 H -0.82 0.30 -2.70
7 H -0.91 -0.94 -1.79
8 C 1.96 -0.03 1.19
9 N 2.28 -1.22 1.33
10 H 2.79 0.62 0.89
11 H 0.93 0.44 1.48
12 H 1.75 -1.88 1.87

=====

<Q>
Density functional theory data (the ωB97M-V functional and the def2-TZVPD basis) for a cluster of 2 separate species, C2H7N3 in total.

Output
**SMILES**: [H]/N=N\[H].[H]/N=C\C
**Multiplicity**: 1
**Kohn-Sham gap**: 0.346 Ha

Element x y z (Å)
1 H 2.83 0.78 0.50
2 N 2.27 0.34 -0.25
3 N 2.02 -0.87 -0.13
4 H 2.27 -1.31 0.77
5 H -0.61 -1.73 0.24
6 N -0.06 -0.90 0.44
7 C -0.54 0.23 0.18
8 C -1.89 0.55 -0.35
9 H 0.39 0.98 0.06
10 H -2.53 -0.34 -0.39
11 H -1.80 0.96 -1.35
12 H -2.37 1.30 0.28

=====

Energies relative to the most stable structure are <P> 0.0; <Q> 26.7, reported in kcal/mol.

=====

<P>
Density functional theory data (the ωB97M-V functional and the def2-TZVPD basis) for a cluster of 2 separate species, C2H7N3 in total.

Output
**SMILES**: [H]/N=C\N.C=N
**Multiplicity**: 1
**Kohn-Sham gap**: 0.373 Ha

Element x y z (Å)
1 H -0.70 -2.22 -1.16
2 N -0.97 -1.27 -0.93
3 C -0.84 -0.94 0.29
4 N -0.04 -1.57 1.22
5 H -1.35 -0.03 0.58
6 H 0.38 -2.40 0.84
7 H -0.22 -1.49 2.20
8 C 1.14 2.07 -0.64
9 N -0.08 2.32 -0.52
10 H 1.81 2.80 -1.08
11 H 1.63 1.14 -0.30
12 H -0.77 1.58 -0.51

=====

<Q>
Density functional theory data (the ωB97M-V functional and the def2-TZVPD basis) for the molecule C2H7N3.

Output
**SMILES**: [H]/N=C/N(C)N
**Multiplicity**: 1
**Kohn-Sham gap**: 0.337 Ha

Element x y z (Å)
1 H 2.93 -0.22 0.23
2 N 2.08 0.28 0.13
3 C 1.17 -0.48 -0.33
4 N -0.10 0.10 -0.36
5 C -1.28 -0.65 0.14
6 N -0.24 1.53 -0.20
7 H 1.17 -1.57 -0.69
8 H -1.04 -1.69 -0.01
9 H -2.15 -0.26 -0.45
10 H -1.19 -0.57 1.24
11 H -0.02 1.92 0.80
12 H -1.34 1.60 -0.49

=====

<R>
Density functional theory data (the ωB97M-V functional and the def2-TZVPD basis) for the molecule C2H7N3.

Output
**SMILES**: [H]/N=C(\N)NC
**Multiplicity**: 1
**Kohn-Sham gap**: 0.354 Ha

Element x y z (Å)
1 H 1.59 1.03 -1.55
2 N 0.72 1.00 -1.03
3 C 0.66 -0.03 -0.27
4 N 1.67 -0.96 -0.08
5 N -0.51 -0.34 0.39
6 C -1.71 0.45 0.22
7 H 1.51 -1.67 0.62
8 H 2.59 -0.56 -0.02
9 H -0.46 -0.86 1.25
10 H -1.91 1.06 1.10
11 H -1.59 1.08 -0.66
12 H -2.56 -0.21 0.03

=====

Energies relative to the most stable structure are <P> 40.5; <Q> 60.8; <R> 0.0, reported in kcal/mol.